C44H77ClN11O4 | the ωB97M-V functional and the def2-TZVPD basis

Geometry (Å):
Cl  -26.47561  11.36625  -5.98192
O  -25.69473  12.47017  -6.45011
O  -27.88170  11.74016  -5.90315
O  -26.37546  10.22785  -6.87819
O  -26.01602  10.96070  -4.66232
C  -23.91825  17.25935  -5.69020
C  -24.35294  17.11988  -7.15166
C  -24.61955  15.65921  -7.49880
C  -23.44104  14.79192  -7.53446
N  -22.54645  14.07405  -7.58672
H  -23.71007  18.30319  -5.42668
H  -22.96108  16.74893  -5.53399
H  -24.66544  16.88870  -4.99191
H  -23.60548  17.53712  -7.82784
H  -25.27724  17.68413  -7.29387
H  -25.09922  15.52301  -8.47322
H  -25.28867  15.23380  -6.74274
C  -29.69358  7.39327  -5.10822
C  -28.36857  8.03743  -4.81202
C  -27.16321  7.12353  -4.87096
C  -27.28944  5.93286  -4.01807
N  -27.37231  5.00052  -3.33807
H  -29.79997  7.04203  -6.13739
H  -30.51409  8.05390  -4.82418
H  -29.86574  6.48369  -4.51797
H  -28.41442  8.59128  -3.86652
H  -28.17916  8.88160  -5.48378
H  -26.26168  7.63796  -4.52641
H  -26.94725  6.78016  -5.88693
C  -25.93178  7.71718  -0.90458
C  -26.00438  9.08639  -1.55123
C  -27.32410  9.81930  -1.28174
C  -27.32761  10.46526  0.02897
N  -27.27501  10.94984  1.06006
H  -25.93390  7.86032  0.17672
H  -25.01104  7.21867  -1.19596
H  -26.79025  7.12119  -1.20495
H  -25.88051  9.04011  -2.63745
H  -25.17505  9.71651  -1.21833
H  -28.17975  9.14511  -1.36508
H  -27.50016  10.55770  -2.06986
C  -31.44029  7.96690  -9.22236
C  -30.68527  8.97558  -8.37410
C  -29.17192  8.84832  -8.52338
C  -28.66333  9.07503  -9.87506
N  -28.26873  9.22922  -10.94033
H  -32.52121  8.03259  -9.08897
H  -31.12327  6.94221  -9.02715
H  -31.27273  8.18836  -10.28193
H  -30.89981  8.81646  -7.31231
H  -31.04448  9.98566  -8.58284
H  -28.88801  7.83687  -8.20844
H  -28.62382  9.52590  -7.85373
C  -26.35589  13.79640  -1.19137
C  -27.75154  13.73192  -1.76054
C  -27.81874  13.95982  -3.25476
C  -27.55101  15.33020  -3.67234
N  -27.43303  16.39685  -4.05756
H  -25.66077  13.03869  -1.56587
H  -26.36467  13.62657  -0.11086
H  -25.88915  14.77145  -1.35761
H  -28.39476  14.41055  -1.19316
H  -28.17537  12.75341  -1.51440
H  -28.81997  13.71127  -3.61698
H  -27.13762  13.28124  -3.76454
C  -23.48926  13.34718  -3.78752
C  -22.82842  12.97622  -2.47280
C  -22.64710  14.21462  -1.59044
C  -21.72423  15.21383  -2.11663
N  -20.97985  16.00516  -2.51868
H  -22.89539  14.08841  -4.32704
H  -24.51162  13.70612  -3.63656
H  -23.60001  12.51697  -4.49124
H  -21.83620  12.54662  -2.63661
H  -23.43379  12.22428  -1.96315
H  -22.29837  13.95717  -0.58308
H  -23.61571  14.68885  -1.40449
C  -26.98605  14.10309  -11.20383
C  -27.12917  12.58888  -11.10465
C  -26.56441  12.02403  -9.80780
C  -25.10272  12.18275  -9.72899
N  -23.96809  12.26511  -9.71642
H  -25.95781  14.43135  -11.05487
H  -27.67085  14.65608  -10.56895
H  -27.21898  14.38406  -12.24126
H  -26.59291  12.13204  -11.93789
H  -28.17593  12.29688  -11.20625
H  -26.71998  10.94298  -9.72046
H  -26.98247  12.48816  -8.90766
C  -29.92821  13.11271  -8.78270
C  -30.15908  14.00948  -7.56392
C  -28.90396  14.64450  -6.99121
C  -28.28957  15.63614  -7.87100
N  -27.84823  16.40386  -8.58247
H  -29.67181  13.66032  -9.68792
H  -30.79374  12.47339  -8.94719
H  -29.06910  12.46333  -8.57120
H  -30.63322  13.39415  -6.79807
H  -30.87979  14.81120  -7.76839
H  -28.13687  13.88675  -6.77697
H  -29.11125  15.14504  -6.04257
C  -21.66115  9.29743  -3.53033
C  -23.10546  8.86946  -3.79673
C  -23.41888  8.72921  -5.27200
C  -23.03129  9.86472  -6.09279
N  -22.71039  10.72848  -6.75478
H  -21.47626  9.25373  -2.45352
H  -21.48984  10.31668  -3.88158
H  -20.92698  8.65828  -4.02277
H  -23.80138  9.58251  -3.35942
H  -23.25741  7.88956  -3.33422
H  -24.47668  8.51370  -5.43616
H  -22.89961  7.86069  -5.70594
C  -24.50705  5.67854  -10.21700
C  -25.61260  6.73432  -10.14609
C  -25.35659  7.76641  -9.06459
C  -24.14629  8.55028  -9.28341
N  -23.19882  9.15690  -9.43797
H  -23.55327  6.11465  -10.51556
H  -24.77311  4.88984  -10.92217
H  -24.34671  5.21499  -9.23741
H  -26.57970  6.25047  -9.98932
H  -25.69820  7.22054  -11.12170
H  -25.26067  7.27416  -8.09522
H  -26.17025  8.49377  -9.03824
C  -32.55298  10.80098  -6.40883
C  -32.32523  10.31160  -4.97892
C  -30.99922  10.81272  -4.38428
C  -30.72750  10.15435  -3.11315
N  -30.49881  9.62526  -2.13136
H  -33.36251  10.22841  -6.85946
H  -31.65795  10.68953  -7.03038
H  -32.77557  11.86860  -6.44121
H  -32.33778  9.21917  -4.93437
H  -33.16916  10.64708  -4.36894
H  -31.05511  11.89091  -4.23204
H  -30.17986  10.58824  -5.07108

Atoms 1-6, force components in eV/Å:
Cl 0.246 -0.648 0.190
O -0.271 0.027 -0.062
O -0.195 0.107 0.098
O 0.054 0.125 -0.006
O -0.220 0.076 -0.112
C 0.771 0.428 -0.231

Computed properties:
multiplicity = 1
total charge = -1
HOMO level = -8.14 eV
Kohn-Sham gap = 0.36488 hartree
molar mass = 859.6 g/mol
LUMO energy = 1.8 eV
calculated total energy = -3086.0229 Ha

Löwdin atomic charge list, values in e, 8 entries:
1. Cl 0.634
2. O -0.328
3. O -0.389
4. O -0.370
5. O -0.365
6. C -0.110
7. C -0.252
8. C -0.210

---

C2H5NS2 | the ωB97M-V functional and the def2-TZVPD basis

Geometry (Å):
C  0.58112  -0.68586  0.88528
C  -1.13749  0.53907  -0.73132
N  0.24797  0.65413  0.56812
S  1.84767  -1.17622  -0.43131
S  1.70831  1.01455  -0.29620
H  1.01180  -0.73488  1.95703
H  -0.31565  -1.25380  0.80647
H  -1.82001  -0.25764  -0.39603
H  -1.56540  1.54980  -0.65351
H  -0.55833  0.35085  -1.70853

Atoms 1-6, force components in eV/Å:
C 0.870 -1.033 1.768
C 3.227 0.447 1.115
N -2.302 1.027 -3.334
S -0.595 1.450 0.638
S 0.046 -0.742 0.020
H -0.379 -0.101 -1.756

Computed properties:
multiplicity = 1
HOMO level = -8.10 eV
Kohn-Sham gap = 0.28834 hartree
molar mass = 107.2 g/mol
LUMO energy = -0.3 eV
calculated total energy = -930.2171 Ha

natural (NBO) atomic charge list, values in e, 8 entries:
1. C -0.327
2. C -0.422
3. N -0.569
4. S -0.013
5. S 0.297
6. H 0.215
7. H 0.200
8. H 0.194

---

C15H32ClIO7P2 | the ωB97M-V functional and the def2-TZVPD basis

Geometry (Å):
C  -4.41192  6.56637  -6.26204
C  -4.08136  5.24429  -6.10060
C  -4.48890  4.29997  -7.19242
P  -4.84776  2.56039  -6.66942
I  -2.38713  2.09365  -5.92956
P  -7.05425  2.49761  -7.21631
O  -7.66501  3.75538  -6.31603
Cl  -7.12990  3.14827  -9.16992
H  -5.46188  6.85162  -6.25853
H  -3.65214  7.32579  -6.41827
H  -3.56403  4.89765  -5.21031
H  -3.66987  4.29418  -7.91050
H  -5.39002  4.71845  -7.65347
H  -4.68459  1.51009  -7.58450
H  -5.27930  2.20339  -5.38135
H  -8.03949  3.34184  -5.52795
O  -1.17614  2.77418  0.46577
C  -0.56491  2.11419  -0.33103
O  -1.20895  1.65124  -1.42009
C  -0.53173  1.01805  -2.51368
C  -0.32163  -0.46131  -2.26744
C  0.87283  1.71530  -0.10069
H  0.40325  1.53220  -2.74107
H  -1.18670  1.16528  -3.37060
H  0.32062  -0.64243  -1.40474
H  0.13525  -0.92905  -3.14015
H  -1.27803  -0.94734  -2.07199
H  0.90097  0.82063  0.51511
H  1.36339  2.53103  0.42283
H  1.43718  1.53732  -1.01159
O  2.81663  -0.67483  0.52276
C  3.34811  -0.31462  1.53944
O  3.95528  -1.23523  2.30807
C  4.77546  -0.90187  3.43588
C  3.96134  -0.71281  4.69686
C  3.27829  1.12119  2.01434
H  5.40160  -0.03656  3.21287
H  5.44793  -1.75020  3.55295
H  3.26518  0.12175  4.60904
H  4.61571  -0.52624  5.54858
H  3.37058  -1.60521  4.90498
H  2.34892  1.27132  2.56187
H  3.28535  1.76899  1.14398
H  4.12032  1.41306  2.63629
O  1.98500  -3.08888  7.29895
C  2.05881  -4.20304  6.86045
O  2.71789  -4.39979  5.69969
C  3.03431  -5.69612  5.18277
C  1.89351  -6.27770  4.37492
C  1.36339  -5.36789  7.52511
H  3.35537  -6.36308  5.98431
H  3.89860  -5.53906  4.53951
H  1.00438  -6.43351  4.98603
H  2.18496  -7.23406  3.93998
H  1.62017  -5.59721  3.56864
H  0.32928  -5.39725  7.18378
H  1.37513  -5.19777  8.59847
H  1.83067  -6.33165  7.34000

Atoms 1-6, force components in eV/Å:
C -0.060 -0.531 0.108
C -0.289 0.594 0.111
C -1.291 -0.194 1.446
P -0.929 0.311 -1.131
I 0.568 -0.091 0.165
P -0.498 -0.751 0.376

Computed properties:
multiplicity = 1
HOMO level = -7.84 eV
Kohn-Sham gap = 0.28186 hartree
SMILES string = C=CC[PH2](I)P(O)Cl.CCOC(C)=O.CCOC(C)=O.CCOC(C)=O
molar mass = 548.7 g/mol
LUMO energy = -0.2 eV
calculated total energy = -2557.9103 Ha

natural (NBO) atomic charge list, values in e, 8 entries:
1. C -0.417
2. C -0.153
3. C -0.744
4. P 0.613
5. I -0.441
6. P 0.698
7. O -0.987
8. Cl -0.307

---

C38H53As2BrKN6OS2 | the ωB97M-V functional and the def2-TZVPD basis

Geometry (Å):
K  0.25445  0.33941  0.44227
C  -3.80350  3.38049  -0.31672
C  -2.60117  2.47602  -0.36597
N  -2.19811  1.76051  0.62473
N  -2.97166  1.82938  1.74505
C  -2.43554  1.34340  2.84839
N  -3.33283  1.32536  3.90053
S  -0.86109  0.75736  3.19670
C  -1.81703  2.44041  -1.62976
C  -2.22913  3.18681  -2.73883
C  -1.43880  3.21014  -3.87489
C  -0.25476  2.49505  -3.88866
C  0.05864  1.75163  -2.76007
N  -0.69779  1.70766  -1.67447
H  -4.19422  3.40256  0.69453
H  -4.59278  3.02685  -0.98767
H  -3.53816  4.39372  -0.62650
H  -4.13337  1.92669  3.78108
H  -2.91085  1.30009  4.81227
H  -3.15305  3.74480  -2.71098
H  -1.74488  3.79032  -4.73719
H  0.40590  2.49963  -4.74475
H  0.96676  1.16038  -2.72201
C  -3.94587  -1.05711  -1.24282
As  -2.68170  -1.48416  0.19713
C  -4.00054  -1.37374  1.65604
C  -2.72527  -3.45701  0.08594
C  -3.80607  -4.14152  -0.46356
C  -3.85441  -5.52712  -0.46639
C  -2.81803  -6.25132  0.10372
C  -1.73419  -5.58188  0.65212
C  -1.66678  -4.18977  0.63790
As  -0.08815  -3.22159  1.29499
C  1.11961  -4.74454  1.61723
C  -0.63088  -3.01486  3.16887
H  -4.95835  -1.37692  -0.99440
H  -3.61451  -1.52135  -2.17023
H  -3.93689  0.02666  -1.36613
H  -4.79819  -2.09857  1.48838
H  -4.40071  -0.36090  1.67626
H  -3.51892  -1.56353  2.61413
H  -4.62431  -3.58550  -0.90566
H  -4.70016  -6.03980  -0.90922
H  -2.85078  -7.33452  0.11895
H  -0.92934  -6.16003  1.09016
H  0.71683  -5.43801  2.35680
H  2.05777  -4.33526  1.99382
H  1.32705  -5.27648  0.69035
H  -1.04740  -3.95130  3.54155
H  -1.35184  -2.20428  3.25915
H  0.24800  -2.73620  3.75099
C  8.27399  1.86518  2.16301
C  7.93851  0.84161  1.06879
C  8.37457  -0.53885  1.56027
C  8.74892  1.17469  -0.19202
C  6.44509  0.88938  0.75461
C  5.58884  -0.18753  0.94190
C  4.25455  -0.05659  0.61816
Br  3.07729  -1.53258  0.92499
C  3.63270  1.10708  0.07547
O  2.40430  1.09835  -0.26051
C  4.52289  2.23141  -0.03568
C  5.86352  2.06700  0.27943
C  4.07984  3.62377  -0.52238
C  4.53254  4.68731  0.49301
C  2.56696  3.80208  -0.69633
C  4.74079  3.91481  -1.87840
H  9.34217  1.84318  2.39994
H  7.71195  1.64781  3.07312
H  8.01772  2.87792  1.84836
H  9.44953  -0.53753  1.75654
H  8.16864  -1.31074  0.81565
H  7.86495  -0.81319  2.48594
H  9.82216  1.14173  0.01873
H  8.50879  2.17094  -0.56619
H  8.52963  0.45873  -0.98683
H  5.93769  -1.13021  1.34156
H  6.51378  2.92595  0.14765
H  4.09816  4.48352  1.47333
H  4.19876  5.67715  0.16929
H  5.61696  4.72190  0.60596
H  2.02712  3.59866  0.22775
H  2.16055  3.14118  -1.45648
H  2.37742  4.84041  -0.98914
H  5.82992  3.86528  -1.81587
H  4.46329  4.91296  -2.23081
H  4.41251  3.18630  -2.62318
C  4.27904  -2.17286  -2.34974
C  2.98182  -2.90977  -2.35571
C  2.84605  -4.26754  -2.32329
C  1.53455  -4.79447  -2.37063
N  0.45862  -4.05426  -2.49513
C  0.57984  -2.70361  -2.56643
S  -0.67556  -1.65804  -2.86329
N  1.85480  -2.17651  -2.43471
C  1.30836  -6.27645  -2.31485
H  5.11013  -2.87212  -2.29786
H  4.33154  -1.49378  -1.49740
H  4.37158  -1.57881  -3.26112
H  3.71262  -4.90791  -2.26100
H  1.90797  -1.16590  -2.39294
H  2.20889  -6.81664  -2.02560
H  0.98297  -6.62549  -3.29639
H  0.50077  -6.48985  -1.61519

Atoms 1-6, force components in eV/Å:
K -0.466 -0.396 0.112
C -0.036 -0.038 -0.007
C -0.020 -0.043 -0.088
N -0.013 0.268 0.125
N -0.009 -0.047 -0.058
C 0.053 -0.024 0.068

Computed properties:
multiplicity = 1
total charge = -1
HOMO level = -4.43 eV
Kohn-Sham gap = 0.24229 hartree
molar mass = 942.9 g/mol
LUMO energy = 2.2 eV
calculated total energy = -10325.5983 Ha

Löwdin atomic charge list, values in e, 8 entries:
1. K 0.341
2. C -0.055
3. C -0.303
4. N -0.012
5. N -0.060
6. C -0.956
7. N 0.024
8. S 0.453

---

C3H9N3O | the ωB97M-V functional and the def2-TZVPD basis

Geometry (Å):
C  0.27891  0.68842  1.06941
N  0.50403  0.52659  -0.34136
C  0.89468  -0.51945  -1.07495
N  0.75627  -1.68971  -0.27599
O  1.36104  -0.44993  -2.20232
C  -1.10596  0.34546  1.49066
N  -2.28576  1.09967  0.89139
H  0.52845  1.75792  1.23049
H  0.96198  0.24595  1.77327
H  0.68158  1.32736  -0.96292
H  1.39402  -2.47124  -0.48628
H  0.51148  -1.54717  0.69918
H  -1.39132  -0.67029  1.25552
H  -1.28744  0.62185  2.50784
H  -2.28266  1.08619  -0.19745
H  -3.23188  0.60634  0.96987

Atoms 1-6, force components in eV/Å:
C -0.212 2.329 -0.505
N 0.313 2.277 -1.799
C 0.890 -2.753 1.496
N 0.759 -0.514 -1.296
O -0.654 -0.265 0.728
C -3.368 0.343 -0.667

Computed properties:
multiplicity = 1
HOMO level = -9.53 eV
Kohn-Sham gap = 0.37924 hartree
SMILES string = NCCNC(N)=O
molar mass = 103.1 g/mol
LUMO energy = 0.8 eV
calculated total energy = -359.2042 Ha

natural (NBO) atomic charge list, values in e, 8 entries:
1. C -0.255
2. N -0.645
3. C 0.788
4. N -0.878
5. O -0.644
6. C -0.241
7. N -0.859
8. H 0.227

---

C4H6O2 | the ωB97M-V functional and the def2-TZVPD basis

Geometry (Å):
O  2.38416  -0.82477  0.26806
C  1.56414  -0.05154  0.70163
C  0.51561  0.60762  -0.18686
C  -0.43395  -0.33608  -0.91378
C  -1.31393  -0.13102  0.31310
O  -0.60601  1.12529  0.56130
H  1.55148  0.24389  1.77350
H  1.03063  1.35218  -0.80771
H  -0.12999  -1.31054  -1.29231
H  -0.89541  0.26119  -1.70393
H  -1.15065  -0.75812  1.19456
H  -2.39114  -0.11971  0.11002

Atoms 1-6, force components in eV/Å:
O -0.409 0.352 0.205
C 0.207 -0.222 -0.232
C 0.175 0.057 -0.152
C -0.012 -0.138 -0.189
C -0.167 -0.137 0.072
O -0.112 -0.006 0.165

Computed properties:
multiplicity = 1
HOMO level = -9.72 eV
Kohn-Sham gap = 0.38734 hartree
molar mass = 86.1 g/mol
LUMO energy = 0.8 eV
calculated total energy = -306.4265 Ha

natural (NBO) atomic charge list, values in e, 8 entries:
1. O -0.510
2. C 0.413
3. C -0.014
4. C -0.429
5. C -0.069
6. O -0.520
7. H 0.120
8. H 0.209

---

- Kohn-Sham gap of number 3 (C15H32ClIO7P2)?
  0.28186 hartree

---

- HOMO level of number 1 (C44H77ClN11O4)?
  -8.14 eV